Entry 1:
Formula: C6H40N2O12
Source: the Open Molecules 2025 dataset
Level of theory: ωB97M-V with the def2-TZVPD basis set

- Frontier orbital gap: 0.329 Eh
- Net charge: 0
- E: -1264.807628 Eh
- ΔE to the lowest compared entry with this formula, charge and spin: 143.2 kcal per mole
- Molar mass: 332.388 g mol⁻¹

Last columns: bonded neighbours and bond lengths (Å).
CARTESIAN COORDINATES (ANGSTROEM)
1 C -1.010 -0.332 1.106  N2 1.480, C5 1.583, H9 1.104, H10 1.133
2 N -0.883 -1.806 1.102  C1 1.480, C3 1.480, H11 1.017
3 C -1.663 -2.343 -0.035  N2 1.480, N4 1.505, H12 1.205, H13 1.074
4 N -1.255 -1.984 -1.439  C3 1.505, H14 1.023, H15 1.022
5 C -2.042 0.151 2.206  C1 1.583, C6 1.559, H16 1.128, H17 1.259
6 C -2.498 1.632 2.034  C5 1.559, C7 1.547, C8 1.601, H18 1.071
7 C -1.582 2.818 2.417  C6 1.547, H19 1.151, H20 1.015, H21 1.043
8 C -3.049 1.844 0.546  C6 1.601, H22 1.106, H23 1.050, H24 1.030
9 H -1.083 -0.083 0.033  C1 1.104
10 H 0.018 0.140 1.057  C1 1.133
11 H -1.131 -2.343 1.929  N2 1.017
12 H -2.762 -1.865 0.091  C3 1.205
13 H -1.478 -3.395 0.074  C3 1.074
14 H -1.348 -0.965 -1.472  N4 1.023
15 H -0.295 -2.331 -1.477  N4 1.022
16 H -1.724 -0.033 3.272  C5 1.128
17 H -3.046 -0.564 2.463  C5 1.259
18 H -3.202 1.848 2.812  C6 1.071
19 H -0.728 2.919 1.652  C7 1.151
20 H -2.024 3.730 2.454  C7 1.015
21 H -1.178 2.489 3.321  C7 1.043
22 H -4.038 1.369 0.405  C8 1.106
23 H -2.463 1.567 -0.279  C8 1.050
24 H -3.338 2.831 0.497  C8 1.030
25 H 2.278 1.296 0.079  O27 0.973
26 H 1.700 2.773 -0.274  O27 0.922
27 O 2.190 2.039 -0.544  H25 0.973, H26 0.922
28 H 0.487 -5.038 -0.554  O30 0.960
29 H 0.433 -4.973 1.024  O30 0.937
30 O 0.915 -4.746 0.254  H28 0.960, H29 0.937
31 H -0.739 5.455 -0.220  O33 1.041
32 H -0.328 4.660 -1.395  O33 0.908
33 O -0.399 4.512 -0.502  H31 1.041, H32 0.908
34 H 0.490 3.150 -4.171  O36 0.967
35 H -0.721 2.414 -3.887  O36 0.938
36 O -0.418 3.302 -3.874  H34 0.967, H35 0.938
37 H 3.486 -3.110 -0.279  O39 0.970
38 H 2.382 -4.016 0.042  O39 0.982
39 O 3.332 -3.901 0.262  H37 0.970, H38 0.982
40 H 0.284 -3.751 2.684  O42 0.992
41 H -0.666 -4.176 3.957  O42 0.936
42 O -0.613 -3.978 3.043  H40 0.992, H41 0.936
43 H 3.137 1.307 -3.633  O45 0.910
44 H 2.474 1.523 -2.143  O45 0.984
45 O 2.533 1.048 -3.003  H43 0.910, H44 0.984
46 H -0.036 -1.796 -3.881  O48 0.929
47 H 0.853 -0.423 -3.710  O48 0.887
48 O 0.523 -1.199 -3.438  H46 0.929, H47 0.887
49 H 1.526 -2.731 1.745  O51 0.923
50 H 2.914 -3.218 2.115  O51 0.926
51 O 2.194 -2.701 2.381  H49 0.923, H50 0.926
52 H 2.704 4.544 1.850  O54 1.002
53 H 3.140 3.825 0.662  O54 0.968
54 O 2.488 3.695 1.365  H52 1.002, H53 0.968
55 H 0.425 1.011 -1.972  O57 0.930
56 H -0.788 0.234 -2.204  O57 0.949
57 O -0.308 0.978 -2.544  H55 0.930, H56 0.949
58 H 2.243 -0.539 -1.785  O60 0.929
59 H 1.347 -1.569 -1.090  O60 1.060
60 O 2.338 -1.194 -1.132  H58 0.929, H59 1.060


Entry 2:
Formula: C4H8N2O
Source: the Open Molecules 2025 dataset
Level of theory: ωB97M-V with the def2-TZVPD basis set

- Frontier orbital gap: 0.363 Eh
- Net charge: 0
- E: -341.949149 Eh
- ΔE to the lowest compared entry with this formula, charge and spin: 34.2 kcal per mole
- Molar mass: 100.121 g mol⁻¹
- SMILES: O=C1NCCCN1

Last columns: bonded neighbours and bond lengths (Å).
CARTESIAN COORDINATES (ANGSTROEM)
1 O 2.695 -0.474 -0.254  C2 1.215
2 C 1.504 -0.285 -0.098  O1 1.215, N3 1.385, N7 1.388
3 N 0.654 -1.373 0.005  C2 1.385, C4 1.421, H8 1.005
4 C -0.687 -1.218 -0.439  N3 1.421, C5 1.793, H9 1.115, H10 1.129
5 C -1.190 0.173 0.576  C4 1.793, C6 1.545, H11 1.117, H12 1.093
6 C -0.414 1.390 0.027  C5 1.545, N7 1.455, H13 1.116, H14 1.098
7 N 0.987 1.000 -0.009  C2 1.388, C6 1.455, H15 1.012
8 H 1.007 -2.153 0.532  N3 1.005
9 H -0.675 -0.914 -1.511  C4 1.115
10 H -1.172 -2.237 -0.487  C4 1.129
11 H -0.850 0.036 1.631  C5 1.117
12 H -2.266 0.368 0.592  C5 1.093
13 H -0.489 2.359 0.575  C6 1.116
14 H -0.793 1.615 -0.979  C6 1.098
15 H 1.688 1.714 -0.160  N7 1.012


Entry 3:
Formula: C3H6O
Source: the Open Molecules 2025 dataset
Level of theory: ωB97M-V with the def2-TZVPD basis set

- Frontier orbital gap: 0.392 Eh
- Net charge: 0
- E: -193.142098 Eh
- ΔE to the lowest compared entry with this formula, charge and spin: 0.7 kcal per mole
- Molar mass: 58.080 g mol⁻¹
- SMILES: CC(C)=O

Last columns: bonded neighbours and bond lengths (Å).
CARTESIAN COORDINATES (ANGSTROEM)
1 C 0.393 -1.141 -0.523  C2 1.511, H5 1.091, H6 1.094, H7 1.096
2 C 0.156 -0.137 0.581  C1 1.511, O3 1.213, C4 1.519
3 O 0.449 -0.377 1.734  C2 1.213
4 C -0.473 1.193 0.204  C2 1.519, H8 1.094, H9 1.095, H10 1.095
5 H 0.703 -2.095 -0.095  C1 1.091
6 H -0.510 -1.274 -1.127  C1 1.094
7 H 1.179 -0.772 -1.194  C1 1.096
8 H -0.701 1.285 -0.862  C4 1.094
9 H -1.393 1.309 0.785  C4 1.095
10 H 0.197 2.008 0.497  C4 1.095